Entry 1:
{"formula": "C29H28N7O5Ru", "method": "the ωB97M-V functional and the def2-TZVPD basis", "species": ["Ru", "C", "N", "C", "C", "C", "C", "C", "C", "N", "C", "C", "C", "C", "C", "C", "N", "C", "C", "C", "C", "C", "N", "H", "H", "H", "H", "H", "H", "H", "H", "H", "H", "H", "H", "H", "H", "H", "H", "H", "H", "C", "C", "N", "C", "C", "N", "C", "O", "O", "C", "O", "O", "H", "H", "H", "H", "H", "O", "N", "C", "C", "C", "C", "C", "H", "H", "H", "H", "H"], "coordinates": [[-0.32, -0.31, -0.23], [-3.11, -1.58, -0.61], [-2.60, -0.21, -0.40], [-2.86, 0.68, -1.54], [-2.07, 0.22, -2.73], [-2.55, 0.31, -4.02], [-1.72, -0.07, -5.07], [-0.45, -0.54, -4.78], [-0.06, -0.61, -3.46], [-0.85, -0.24, -2.45], [-3.08, 0.41, 0.84], [-2.47, -0.20, 2.08], [-2.91, 0.14, 3.34], [-2.23, -0.37, 4.43], [-1.16, -1.23, 4.22], [-0.81, -1.53, 2.92], [-1.46, -1.03, 1.85], [-2.09, -2.67, -0.45], [-2.53, -3.97, -0.28], [-1.61, -5.00, -0.20], [-0.26, -4.70, -0.27], [0.10, -3.38, -0.42], [-0.78, -2.38, -0.53], [-3.50, -1.65, -1.63], [-3.95, -1.77, 0.06], [-2.51, 1.67, -1.26], [-3.92, 0.73, -1.77], [-3.55, 0.68, -4.20], [-2.07, -0.01, -6.09], [0.23, -0.84, -5.57], [0.93, -0.96, -3.18], [-4.17, 0.36, 0.92], [-2.80, 1.46, 0.80], [-3.76, 0.80, 3.47], [-2.53, -0.11, 5.44], [-0.60, -1.65, 5.04], [0.00, -2.21, 2.70], [-3.59, -4.17, -0.21], [-1.95, -6.03, -0.08], [0.49, -5.47, -0.20], [1.14, -3.10, -0.45], [3.25, -1.80, -1.15], [2.90, -0.36, -1.04], [1.69, 0.16, -0.95], [1.86, 1.53, -0.87], [3.17, 1.84, -0.94], [3.81, 0.63, -1.04], [4.00, 3.06, -0.78], [3.36, 4.21, -0.74], [5.20, 2.94, -0.67], [0.69, 2.40, -0.68], [0.84, 3.63, -0.67], [-0.41, 1.77, -0.52], [2.45, -2.32, -1.66], [3.38, -2.25, -0.16], [4.17, -1.94, -1.71], [4.82, 0.56, -1.09], [2.37, 4.06, -0.79], [0.69, 0.60, 1.93], [1.44, 1.64, 2.19], [0.87, 2.85, 2.35], [1.65, 3.96, 2.63], [3.02, 3.83, 2.74], [3.59, 2.58, 2.58], [2.78, 1.50, 2.31], [-0.19, 2.87, 2.21], [1.16, 4.92, 2.73], [3.64, 4.70, 2.94], [4.66, 2.43, 2.64], [3.13, 0.49, 2.17]], "molar_mass_g_mol": 655.66, "charge": 1, "de_lowest_kj_mol": 158.67, "total_energy_ha": -1976.13787, "largest_force_ev_per_a": 6.0}

=====

Entry 2:
{"formula": "C29H29BN8O6S3Zr", "method": "the ωB97M-V functional and the def2-TZVPD basis", "species": ["Zr", "C", "C", "C", "C", "C", "C", "C", "H", "H", "H", "H", "H", "H", "H", "H", "C", "N", "C", "C", "N", "B", "N", "C", "C", "N", "C", "C", "S", "C", "S", "H", "H", "H", "H", "H", "H", "H", "H", "H", "H", "H", "H", "O", "C", "O", "C", "C", "C", "C", "C", "C", "N", "O", "O", "N", "O", "O", "H", "H", "H", "N", "C", "N", "C", "C", "C", "C", "C", "C", "S", "H", "H", "H", "H", "H", "H"], "coordinates": [[-0.26, -0.09, 0.05], [-4.51, -1.55, 3.17], [-3.82, -0.52, 2.33], [-3.00, 0.46, 2.90], [-2.39, 1.42, 2.12], [-2.55, 1.42, 0.73], [-3.39, 0.46, 0.15], [-4.01, -0.50, 0.94], [-4.59, -2.50, 2.65], [-5.52, -1.21, 3.41], [-3.98, -1.71, 4.11], [-2.86, 0.47, 3.98], [-1.80, 2.20, 2.58], [-2.18, 2.24, 0.13], [-3.59, 0.49, -0.92], [-4.67, -1.23, 0.49], [0.66, -1.30, 4.68], [1.82, -1.10, 3.82], [3.05, -1.71, 3.98], [3.86, -1.20, 3.03], [3.13, -0.29, 2.28], [3.75, 0.63, 1.19], [3.61, -0.03, -0.26], [4.45, 0.41, -1.25], [4.17, -0.27, -2.39], [3.14, -1.14, -2.08], [2.51, -2.07, -3.00], [2.82, -0.96, -0.78], [1.51, -1.84, -0.03], [1.90, -0.26, 2.77], [0.57, 0.76, 2.27], [1.00, -1.79, 5.59], [-0.09, -1.92, 4.20], [0.23, -0.34, 4.94], [3.24, -2.41, 4.77], [4.90, -1.38, 2.83], [4.92, 0.70, 1.40], [3.18, 1.69, 1.17], [5.20, 1.16, -1.06], [4.61, -0.25, -3.36], [3.16, -2.21, -3.85], [1.55, -1.68, -3.34], [2.35, -3.03, -2.51], [-0.92, 1.03, -1.78], [0.16, 1.72, -1.74], [1.10, 1.22, -1.02], [0.34, 2.99, -2.44], [1.42, 3.80, -2.10], [1.57, 4.99, -2.77], [0.69, 5.40, -3.76], [-0.37, 4.57, -4.06], [-0.58, 3.37, -3.42], [-1.33, 4.98, -5.11], [-2.26, 4.23, -5.33], [-1.13, 6.04, -5.65], [2.72, 5.86, -2.42], [3.36, 5.55, -1.44], [2.92, 6.81, -3.15], [2.13, 3.51, -1.34], [0.84, 6.34, -4.28], [-1.43, 2.76, -3.68], [-1.99, -1.44, -2.88], [-2.01, -2.22, -1.79], [-1.55, -1.85, -0.61], [-1.71, -2.89, 0.33], [-1.35, -2.81, 1.67], [-1.56, -3.91, 2.48], [-2.13, -5.08, 1.96], [-2.50, -5.16, 0.63], [-2.28, -4.05, -0.17], [-2.66, -3.83, -1.87], [-1.72, -0.47, -2.81], [-2.41, -1.77, -3.74], [-0.94, -1.89, 2.09], [-1.29, -3.88, 3.53], [-2.29, -5.93, 2.61], [-2.95, -6.06, 0.23]], "molar_mass_g_mol": 783.84, "charge": 2, "de_lowest_kj_mol": 86.20, "total_energy_ha": -3278.03497, "largest_force_ev_per_a": 0.6}

=====

Entry 3:
{"formula": "C29H29Cl44FN3O4", "method": "the ωB97M-V functional and the def2-TZVPD basis", "species": ["C", "C", "C", "C", "N", "C", "C", "O", "C", "C", "N", "F", "C", "C", "C", "O", "C", "O", "C", "C", "N", "C", "C", "C", "C", "O", "H", "H", "H", "H", "H", "H", "H", "H", "H", "H", "H", "H", "H", "H", "H", "H", "H", "H", "H", "H", "H", "H", "H", "H", "H", "H", "H", "H", "H", "C", "Cl", "Cl", "Cl", "Cl", "C", "Cl", "Cl", "Cl", "Cl", "C", "Cl", "Cl", "Cl", "Cl", "C", "Cl", "Cl", "Cl", "Cl", "C", "Cl", "Cl", "Cl", "Cl", "C", "Cl", "Cl", "Cl", "Cl", "C", "Cl", "Cl", "Cl", "Cl", "C", "Cl", "Cl", "Cl", "Cl", "C", "Cl", "Cl", "Cl", "Cl", "C", "Cl", "Cl", "Cl", "Cl", "C", "Cl", "Cl", "Cl", "Cl"], "coordinates": [[5.52, -0.86, 2.06], [4.58, -0.65, 1.35], [3.35, -0.27, 0.62], [3.55, -0.29, -0.90], [4.17, -1.64, -1.12], [4.66, 0.64, -1.48], [5.13, 1.86, -0.71], [4.04, 2.66, -0.29], [4.43, 3.43, 0.84], [4.30, 0.77, -2.94], [3.12, 0.31, -3.08], [2.59, 0.34, -4.32], [2.33, -0.19, -1.88], [1.67, -1.48, -2.44], [0.85, -2.30, -1.42], [0.57, -1.60, -0.21], [0.58, -2.53, 0.83], [-0.40, -2.85, 1.40], [1.23, 0.92, -1.73], [0.89, 1.39, -0.31], [-0.45, 1.97, -0.37], [-0.59, 3.28, 0.28], [-0.17, 3.37, 1.76], [-1.45, 1.01, 0.05], [-1.51, 0.44, 1.46], [-2.26, 0.65, -0.76], [6.43, -1.14, 2.55], [2.54, -0.92, 0.96], [3.12, 0.76, 0.92], [4.38, -1.82, -2.09], [3.60, -2.38, -0.72], [5.56, 0.00, -1.50], [5.65, 1.49, 0.18], [5.87, 2.42, -1.30], [4.53, 2.80, 1.73], [5.41, 3.89, 0.68], [3.72, 4.23, 1.01], [4.91, 1.19, -3.73], [1.00, -1.18, -3.24], [2.41, -2.15, -2.89], [-0.12, -2.54, -1.88], [1.32, -3.27, -1.23], [1.57, -2.94, 1.07], [0.33, 0.57, -2.23], [1.55, 1.80, -2.29], [0.93, 0.61, 0.45], [1.60, 2.17, -0.02], [-0.03, 4.02, -0.29], [-1.65, 3.56, 0.21], [0.86, 3.02, 1.93], [-0.83, 2.84, 2.43], [-0.20, 4.42, 2.04], [-0.53, 0.19, 1.86], [-2.06, 1.10, 2.13], [-2.09, -0.48, 1.39], [3.27, -5.74, 2.53], [3.32, -4.48, 1.28], [3.35, -7.32, 1.75], [4.65, -5.54, 3.61], [1.76, -5.60, 3.44], [-5.32, 2.31, -1.42], [-5.28, 1.83, 0.28], [-6.90, 3.03, -1.78], [-4.05, 3.50, -1.73], [-5.08, 0.90, -2.44], [7.53, -4.59, 0.72], [9.21, -4.35, 0.24], [7.01, -6.21, 0.27], [7.34, -4.38, 2.46], [6.52, -3.39, -0.12], [-11.10, 1.91, -0.21], [-9.41, 2.30, -0.55], [-11.47, 0.30, -0.89], [-11.36, 1.87, 1.54], [-12.14, 3.14, -0.93], [-2.58, 5.51, 4.18], [-1.35, 6.58, 3.49], [-4.00, 6.47, 4.60], [-3.03, 4.27, 3.00], [-1.93, 4.74, 5.63], [-3.19, 10.29, 2.85], [-1.45, 10.16, 2.56], [-3.50, 10.35, 4.59], [-3.80, 11.77, 2.09], [-4.01, 8.89, 2.16], [-13.75, 1.16, -4.92], [-13.03, 0.85, -3.33], [-15.44, 0.65, -4.91], [-13.65, 2.89, -5.28], [-12.87, 0.25, -6.15], [5.54, -7.07, -3.68], [7.09, -7.57, -4.36], [5.79, -5.68, -2.61], [4.43, -6.64, -4.98], [4.86, -8.40, -2.74], [11.27, -4.36, 3.99], [12.93, -4.71, 3.51], [11.18, -4.19, 5.75], [10.74, -2.85, 3.23], [10.22, -5.70, 3.48], [-9.45, -2.35, 1.46], [-11.13, -2.69, 1.03], [-9.29, -2.32, 3.22], [-8.41, -3.62, 0.80], [-8.96, -0.79, 0.80], [-4.32, -3.20, -2.46], [-5.89, -3.34, -1.66], [-3.39, -1.90, -1.71], [-3.44, -4.73, -2.30], [-4.56, -2.84, -4.18]], "molar_mass_g_mol": 2062.50, "charge": 1, "total_energy_ha": -21935.35630, "largest_force_ev_per_a": 2.6}